Record 1
{
  "formula": "C33H56F4N7O15P2",
  "method": "the ωB97M-V functional and the def2-TZVPD basis",
  "homo_ev": -11.69,
  "molar_mass_g_mol": 928.8,
  "charge": 1,
  "elements": ["C", "C", "O", "N", "C", "C", "C", "C", "C", "N", "P", "O", "C", "C", "C", "C", "C", "N", "C", "C", "O", "C", "C", "N", "N", "N", "C", "F", "P", "N", "C", "C", "O", "C", "C", "O", "C", "C", "C", "O", "H", "H", "H", "H", "H", "H", "H", "H", "H", "H", "H", "H", "H", "H", "H", "H", "H", "H", "H", "H", "H", "H", "H", "H", "H", "H", "H", "H", "H", "H", "H", "H", "H", "H", "H", "H", "H", "H", "H", "H", "H", "H", "H", "H", "H", "H", "H", "C", "C", "O", "C", "O", "O", "F", "H", "H", "H", "C", "C", "O", "C", "O", "O", "F", "H", "H", "H", "C", "C", "O", "C", "O", "O", "F", "H", "H", "H"],
  "coordinates": [[5.471, -0.427, -1.206], [4.269, -1.317, -1.305], [3.293, -1.157, -0.596], [4.250, -2.325, -2.265], [3.174, -2.199, -3.280], [2.069, -3.262, -3.109], [0.634, -2.714, -3.053], [0.159, -2.444, -1.595], [-0.954, -1.454, -1.498], [-0.903, -0.190, -1.793], [0.589, 0.599, -2.265], [0.675, 0.822, -3.719], [-2.299, 0.529, -1.744], [-2.765, 0.552, -3.230], [-4.214, 0.196, -3.604], [-5.308, 1.197, -3.249], [-6.691, 0.601, -3.476], [-7.713, 1.505, -2.928], [-8.899, 0.855, -2.493], [-9.737, 1.633, -1.514], [-9.180, -0.255, -2.859], [-2.137, 1.891, -1.029], [-2.094, 3.237, -1.806], [-3.328, 3.442, -2.554], [-0.968, 3.434, -2.715], [-2.044, 4.238, -0.746], [-2.963, -0.495, -0.780], [-2.377, -0.202, 0.478], [-4.751, -0.257, -0.271], [-5.038, 1.133, 0.350], [-2.354, -1.876, -1.108], [-2.345, -2.892, 0.054], [-1.271, -2.661, 0.947], [-1.480, -2.837, 2.314], [-2.487, -1.928, 2.962], [-0.821, -3.642, 2.887], [-2.876, -2.627, -2.361], [-4.234, -3.269, -2.168], [-4.665, -4.221, -3.186], [-4.215, -4.600, -1.781], [5.194, 0.571, -1.551], [5.785, -0.331, -0.167], [6.321, -0.765, -1.795], [5.162, -2.397, -2.695], [2.750, -1.192, -3.261], [3.637, -2.310, -4.260], [2.131, -3.960, -3.945], [2.283, -3.825, -2.201], [-0.038, -3.475, -3.458], [0.504, -1.834, -3.691], [1.005, -2.107, -0.986], [-0.173, -3.380, -1.154], [1.522, -0.249, -1.681], [0.532, 1.719, -1.442], [-2.546, 1.522, -3.660], [-2.129, -0.161, -3.759], [-4.204, 0.088, -4.694], [-4.489, -0.790, -3.222], [-5.195, 2.091, -3.864], [-5.210, 1.551, -2.223], [-6.817, -0.361, -2.978], [-6.841, 0.448, -4.550], [-7.920, 2.248, -3.587], [-10.463, 2.242, -2.059], [-10.296, 0.937, -0.892], [-9.134, 2.299, -0.902], [-1.220, 1.840, -0.438], [-2.945, 1.991, -0.304], [-3.872, 4.169, -2.102], [-3.093, 3.779, -3.480], [-0.110, 3.687, -2.248], [-0.804, 2.727, -3.420], [-1.259, 4.079, -0.123], [-1.874, 5.140, -1.184], [-4.812, -1.325, 0.638], [-5.525, -0.667, -1.361], [-5.761, 1.660, -0.124], [-3.312, -2.908, 0.560], [-2.216, -3.887, -0.380], [-2.295, -0.890, 2.708], [-3.508, -2.175, 2.665], [-2.404, -2.066, 4.037], [-2.196, -3.459, -2.552], [-2.902, -1.994, -3.242], [-5.005, -2.636, -1.740], [-3.945, -4.660, -3.865], [-5.670, -4.613, -3.234], [7.604, 2.356, 2.117], [6.440, 3.287, 2.392], [6.111, 3.745, 1.081], [6.506, 2.806, 0.191], [6.192, 2.777, -0.955], [7.306, 1.898, 0.789], [6.781, 4.349, 3.148], [8.542, 2.913, 2.106], [7.667, 1.522, 2.805], [5.570, 2.801, 2.831], [9.599, 1.401, 6.610], [8.590, 0.649, 7.458], [7.363, 1.242, 7.053], [7.518, 1.685, 5.787], [6.626, 1.993, 5.062], [8.822, 1.720, 5.446], [8.768, 0.859, 8.779], [9.906, 2.321, 7.109], [10.469, 0.815, 6.330], [8.536, -0.424, 7.271], [2.849, 0.038, 5.942], [3.078, -0.198, 7.423], [4.116, -1.159, 7.410], [4.824, -1.004, 6.261], [5.890, -1.479, 6.057], [4.141, -0.223, 5.393], [1.990, -0.717, 8.036], [2.132, -0.686, 5.552], [2.534, 1.048, 5.698], [3.411, 0.678, 7.981]],
  "atomic_forces_ev_per_a": [[0.36, -0.19, 0.29], [-0.24, -0.47, 0.18], [-0.52, 0.47, -0.12], [0.49, 0.92, -0.62], [-0.07, -0.58, 0.42], [-0.09, 0.18, -0.15], [-0.21, -0.25, 0.09], [0.25, 0.27, -0.18], [-0.13, -0.09, 0.27], [0.08, -0.20, 0.24], [0.01, 0.08, -0.57], [-0.06, 0.04, 0.29], [0.55, -0.12, -0.04], [-0.22, -0.31, -0.01], [0.02, 0.24, -0.16], [0.02, -0.04, 0.01], [-0.16, 0.52, -0.27], [0.16, -0.55, -0.03], [0.02, 0.52, -0.15], [-0.17, 0.16, -0.17], [0.06, -0.57, 0.26], [0.02, 0.06, -0.06], [0.05, 0.12, 0.24], [0.07, -0.01, -0.16], [-0.12, -0.07, -0.16], [0.27, 0.12, -0.20], [0.13, 0.07, 0.03], [-0.10, 0.04, 0.06], [-0.22, 0.46, 0.04], [-0.02, -0.23, -0.02], [0.09, -0.06, -0.32], [0.04, -0.06, 0.03], [-0.05, 0.14, -0.01], [-0.11, -0.14, -0.10], [0.03, -0.07, 0.17], [0.16, 0.08, 0.06], [-0.29, -0.02, 0.18], [-0.04, 0.70, -0.59], [0.48, -2.13, 1.73], [-0.15, 0.13, -0.45], [-0.02, -0.05, -0.01], [-0.07, 0.04, -0.03], [-0.02, -0.04, -0.04], [-0.09, -0.08, -0.19], [0.04, 0.00, 0.07], [0.00, 0.00, 0.03], [-0.02, -0.06, 0.07], [-0.03, -0.05, -0.03], [-0.02, 0.09, -0.09], [0.17, 0.03, 0.02], [-0.02, 0.06, 0.03], [0.01, 0.02, 0.07], [0.11, -0.09, 0.14], [0.07, 0.00, 0.05], [0.06, 0.02, 0.06], [0.02, 0.10, -0.05], [-0.02, -0.12, 0.04], [0.00, 0.02, 0.03], [0.03, -0.01, 0.06], [-0.04, -0.03, -0.04], [0.04, -0.04, -0.10], [-0.01, -0.29, 0.05], [-0.03, 0.34, 0.41], [0.02, -0.02, 0.00], [0.01, 0.00, -0.04], [0.03, -0.02, 0.00], [-0.13, -0.03, 0.17], [-0.08, -0.01, -0.11], [-0.08, -0.12, 0.10], [0.00, 0.12, 0.03], [0.01, -0.01, 0.00], [0.03, -0.02, 0.02], [-0.08, -0.08, 0.10], [-0.11, 0.02, 0.04], [0.03, -0.14, -0.08], [0.02, -0.23, 0.02], [0.06, 0.13, 0.06], [0.01, 0.12, -0.01], [-0.03, 0.00, 0.08], [-0.01, 0.00, -0.07], [0.03, 0.02, -0.05], [-0.06, -0.02, -0.03], [0.10, 0.09, -0.09], [0.13, 0.06, -0.02], [-0.07, -0.10, 0.22], [-0.07, 0.46, -0.39], [-0.27, 0.74, -0.55], [0.03, 0.01, 0.04], [0.07, -0.03, -0.08], [-0.24, -0.12, 0.04], [0.17, 0.08, -0.02], [-0.08, 0.00, 0.03], [0.03, -0.04, 0.02], [0.07, 0.08, -0.07], [-0.01, 0.04, 0.04], [-0.08, -0.08, -0.09], [0.01, 0.06, 0.10], [0.02, -0.05, 0.00], [0.00, 0.04, 0.02], [-0.02, -0.18, -0.06], [-0.14, 0.06, -0.06], [-0.02, 0.05, 0.04], [0.10, -0.02, 0.05], [-0.02, 0.09, 0.01], [-0.01, -0.01, 0.04], [-0.05, -0.03, -0.11], [0.01, -0.02, 0.08], [-0.06, 0.06, -0.03], [0.04, -0.04, -0.10], [0.13, 0.17, 0.13], [-0.01, -0.01, -0.06], [0.06, -0.01, -0.05], [-0.02, -0.06, 0.02], [-0.02, -0.09, -0.03], [-0.04, -0.01, 0.06], [0.12, 0.04, -0.01], [-0.08, 0.00, 0.05]]
}


Record 2
{
  "formula": "C33H56N4O3P",
  "method": "the ωB97M-V functional and the def2-TZVPD basis",
  "homo_ev": -3.42,
  "molar_mass_g_mol": 587.8,
  "charge": -1,
  "elements": ["C", "C", "P", "O", "C", "C", "C", "C", "C", "C", "O", "C", "C", "C", "C", "C", "C", "C", "C", "C", "O", "H", "H", "H", "H", "H", "H", "H", "H", "H", "H", "H", "H", "H", "H", "H", "H", "H", "H", "H", "H", "H", "H", "H", "H", "H", "H", "H", "H", "H", "H", "H", "H", "H", "H", "H", "H", "N", "C", "C", "C", "C", "H", "H", "H", "H", "H", "N", "C", "C", "C", "C", "H", "H", "H", "H", "H", "N", "C", "C", "C", "C", "H", "H", "H", "H", "H", "N", "C", "C", "C", "C", "H", "H", "H", "H", "H"],
  "coordinates": [[4.035, -0.990, -0.391], [3.377, -0.941, 0.815], [1.651, -0.083, 0.900], [0.037, 0.669, 0.859], [-0.040, 1.381, -0.351], [-1.443, 1.851, -0.739], [-1.816, 3.170, -0.033], [-1.553, 2.093, -2.282], [-0.204, 2.478, -2.907], [-2.106, 0.811, -2.964], [2.020, 0.995, 2.215], [1.777, 0.426, 3.469], [1.358, -1.053, 3.275], [0.143, -1.551, 4.079], [0.435, -2.905, 4.753], [-0.708, -3.919, 4.628], [-0.268, -5.385, 4.752], [0.715, -5.701, 5.879], [1.548, -6.954, 5.514], [2.753, -6.516, 4.663], [1.122, -1.377, 1.908], [4.459, -0.076, -0.808], [4.124, -1.884, -1.007], [3.813, -1.411, 1.706], [2.223, 0.915, 0.029], [1.347, -0.963, -0.188], [0.285, 0.683, -1.136], [0.601, 2.269, -0.328], [-2.173, 1.115, -0.395], [-1.995, 2.997, 1.029], [-2.731, 3.584, -0.458], [-0.984, 3.871, -0.148], [-2.266, 2.905, -2.434], [0.342, 1.549, -3.085], [0.428, 3.053, -2.230], [-0.276, 2.978, -3.875], [-2.269, 0.026, -2.228], [-3.049, 0.997, -3.480], [-1.407, 0.433, -3.713], [1.102, 1.030, 4.089], [2.721, 0.385, 4.035], [2.269, -1.624, 3.499], [-0.175, -0.796, 4.799], [-0.628, -1.716, 3.329], [0.714, -2.755, 5.800], [1.306, -3.366, 4.278], [-1.092, -3.790, 3.612], [-1.542, -3.670, 5.289], [0.115, -5.720, 3.786], [-1.165, -5.984, 4.936], [0.193, -5.865, 6.824], [1.438, -4.903, 6.046], [0.935, -7.602, 4.884], [1.898, -7.461, 6.412], [3.186, -7.379, 4.157], [2.419, -5.780, 3.933], [3.522, -6.067, 5.291], [-3.612, -2.675, -1.125], [-4.929, -3.042, -1.091], [-5.417, -2.719, 0.148], [-4.351, -2.129, 0.883], [-3.252, -2.112, 0.066], [-2.998, -2.796, -1.910], [-5.402, -3.497, -1.944], [-6.426, -2.886, 0.490], [-4.387, -1.760, 1.894], [-2.246, -1.754, 0.227], [-1.477, 5.726, -3.800], [-1.197, 5.831, -5.133], [-2.377, 6.052, -5.795], [-3.409, 6.083, -4.818], [-2.820, 5.880, -3.597], [-0.800, 5.555, -3.079], [-0.188, 5.739, -5.496], [-2.488, 6.176, -6.859], [-4.461, 6.236, -4.990], [-3.239, 5.831, -2.607], [-0.071, 0.398, -6.505], [-0.720, -0.274, -7.504], [-0.166, -1.522, -7.601], [0.856, -1.608, -6.617], [0.888, -0.409, -5.957], [-0.272, 1.336, -6.211], [-1.517, 0.192, -8.057], [-0.461, -2.289, -8.298], [1.494, -2.453, -6.416], [1.509, -0.063, -5.147], [3.694, 5.673, 1.290], [4.426, 4.816, 2.069], [3.665, 3.700, 2.297], [2.425, 3.883, 1.631], [2.473, 5.107, 1.017], [4.002, 6.571, 0.969], [5.422, 5.073, 2.390], [3.957, 2.839, 2.873], [1.603, 3.188, 1.608], [1.747, 5.624, 0.411]],
  "atomic_forces_ev_per_a": [[0.06, 0.05, 0.46], [0.61, 0.76, -0.07], [1.27, 0.75, -0.58], [0.03, 0.06, -0.67], [-0.76, -0.69, 0.18], [-0.21, 1.10, 0.18], [0.23, -0.56, 0.14], [-0.06, -0.88, 0.25], [0.16, -0.43, 0.02], [0.11, 0.38, -0.23], [-0.17, -0.89, 0.68], [0.49, -0.07, -0.30], [-0.01, -0.76, -0.25], [0.82, -0.42, -0.02], [-0.22, -0.14, 0.12], [0.15, 0.22, -0.43], [-0.51, 0.33, 0.56], [0.41, -0.70, -0.11], [0.19, 0.92, -0.33], [-0.31, -0.42, 0.36], [0.01, 1.88, 0.83], [-1.68, 0.39, -0.96], [1.58, -0.42, 0.79], [-1.07, -1.72, -0.37], [-0.32, 0.09, -0.08], [-0.36, 0.25, -0.02], [0.29, 0.28, -0.21], [0.26, -0.11, -0.11], [0.00, -0.21, -0.32], [0.19, 0.10, 0.08], [0.01, 0.12, -0.01], [-0.14, 0.23, 0.06], [-0.03, 0.02, -0.05], [0.20, 0.09, -0.01], [-0.07, 0.30, -0.13], [-0.26, 0.14, 0.05], [-0.03, -0.07, -0.03], [-0.06, -0.02, 0.05], [-0.01, -0.10, -0.01], [-0.41, -0.09, -0.29], [0.00, 0.16, 0.08], [-0.19, -0.18, 0.58], [-0.15, -0.04, 0.03], [-0.22, 0.32, 0.08], [0.01, -0.03, 0.03], [0.06, 0.13, -0.11], [-0.18, -0.06, 0.04], [0.08, -0.07, 0.19], [0.26, 0.08, 0.03], [0.02, -0.13, -0.16], [-0.13, 0.11, -0.02], [-0.16, 0.20, 0.01], [-0.08, -0.35, 0.36], [-0.13, -0.28, -0.06], [0.12, 0.11, -0.15], [0.18, -0.02, -0.17], [0.02, 0.11, -0.04], [-0.02, 0.03, -0.05], [0.03, -0.03, 0.00], [0.00, 0.01, 0.00], [-0.02, 0.01, 0.00], [0.13, -0.01, 0.01], [0.02, 0.03, 0.00], [-0.01, -0.01, 0.01], [0.00, 0.00, 0.00], [0.01, 0.01, 0.00], [-0.02, 0.03, 0.07], [-0.01, 0.08, -0.01], [0.04, -0.03, 0.03], [0.00, 0.00, -0.01], [-0.01, 0.01, 0.00], [0.02, -0.02, 0.04], [-0.02, -0.08, 0.01], [0.00, -0.01, -0.01], [0.00, 0.00, 0.00], [0.00, 0.00, 0.00], [-0.01, -0.02, 0.00], [0.03, -0.08, -0.02], [-0.02, 0.09, -0.01], [-0.01, -0.01, -0.01], [0.01, -0.01, 0.00], [0.02, 0.09, 0.03], [-0.02, -0.01, 0.06], [-0.01, -0.01, -0.01], [-0.01, 0.00, 0.00], [0.00, 0.00, 0.01], [-0.01, -0.02, 0.02], [0.00, 0.00, -0.04], [-0.04, 0.02, 0.03], [0.09, 0.05, 0.06], [-0.14, 0.24, -0.12], [0.04, 0.01, 0.06], [0.01, 0.00, -0.02], [0.00, -0.01, 0.00], [-0.04, -0.06, -0.07], [0.07, -0.10, 0.02], [-0.01, 0.00, 0.01]]
}